CHN2OS as an isolated structure, computed with ωB97M-V/def2-TZVPD.

XYZ file:
```
6
CHN2OS (ωB97M-V/def2-TZVPD)
C 1.55098 -0.74183 0.00057
N -1.71753 0.52223 -0.40517
N -1.78773 1.40640 0.33530
O 0.51305 -1.25731 0.19629
S 2.39013 0.56341 -0.18882
H -0.94891 -0.49291 0.06182
```

Summary:
Calculated total energy ... -16914.29195 eV
Charge ... -1
HOMO energy (spin up / spin down) ... -1.08 / -2.73 eV
M ... 89.1 g mol⁻¹
Energy above the lowest of the compared OMol25 structures with the same formula, charge and spin ... 1.6485 eV
Largest force on an atom ... 3.97 eV/Å
LUMO (spin up / spin down) ... 3.8644 / 3.7572 eV
Orbital gap (spin up / spin down) ... 4.95 / 6.49 eV



A 2-piece molecular cluster, CHN3O overall, computed with ωB97M-V/def2-TZVPD.

XYZ file:
```
6
CHN3O (ωB97M-V/def2-TZVPD)
C 0.63758 0.99268 0.03063
N -1.91413 -0.64087 -0.20196
N -1.83555 -1.67411 0.16338
N 1.50900 0.18649 -0.01849
O -0.03276 1.93163 0.03836
H 1.63587 -0.79582 -0.01192
```

Summary:
Calculated total energy ... -7571.77341 eV
Charge ... 0
HOMO energy ... -11.16 eV
M ... 71.0 g mol⁻¹
SMILES ... N=C=O.N#N
Energy above the lowest of the compared OMol25 structures with the same formula, charge and spin ... 0.0000 eV
Largest force on an atom ... 1.45 eV/Å
LUMO ... 0.9504 eV
Orbital gap ... 12.11 eV